Run P
14
Properties=species:S:1:pos:R:3:mulliken_charge:R:1 method="wB97M-V/def2-TZVPD" homo_energy_ev=-9.46 orbital_gap_ha=0.359 e_lumo_ha=0.0110
I 2.942 -0.243 0.001 -0.0214
Cl -1.778 -1.890 0.002 -0.3073
Si -0.242 -0.558 0.015 0.5539
C -0.371 0.669 -1.635 -0.9773
C -0.202 0.432 1.579 -1.0840
C 1.258 -1.648 -0.053 -0.8417
H 1.427 -2.110 0.961 0.3061
H 1.691 -2.406 -0.731 0.4583
H 0.049 1.580 1.520 0.2898
H -1.218 1.249 -1.537 0.3253
H 0.527 1.396 -1.692 0.2814
H 0.347 0.119 2.412 0.4385
H -0.446 0.024 -2.480 0.2873
H -1.264 0.465 2.087 0.2910

Run Q
14
Properties=species:S:1:pos:R:3:mulliken_charge:R:1 method="wB97M-V/def2-TZVPD" homo_energy_ev=-9.25 orbital_gap_ha=0.358 e_lumo_ha=0.0177
I 4.563 0.403 0.003 -0.1602
Cl 2.815 -2.569 -0.648 -0.1679
Si 2.415 -0.912 0.350 0.4436
C 0.762 0.334 -0.774 -0.9119
C -1.397 -0.132 0.562 -1.1380
C -0.468 0.860 -0.008 -0.0508
H -2.268 0.399 0.890 0.3418
H -0.145 1.710 0.754 0.2182
H -1.029 1.303 -0.848 0.2252
H -1.048 -0.766 1.480 0.2429
H 0.555 -0.166 -1.758 0.3567
H -1.744 -0.934 -0.045 0.3450
H 2.361 -0.887 1.863 -0.0492
H 1.538 1.161 -1.038 0.3047

Most stable: run P (next structure +0.0285 hartree)

Run P
40
Properties=species:S:1:pos:R:3:mulliken_charge:R:1 method="wB97M-V/def2-TZVPD" homo_energy_ev=-10.99 orbital_gap_ha=0.412 smiles="O=C1OC[C@@H](F)O1.O=C1OC[C@@H](F)O1.O=C1OC[C@@H](F)O1.O=C1OC[C@@H](F)O1" e_lumo_ha=0.0076
F 0.617 -1.421 1.471 -0.3427
F -1.400 1.090 3.527 -0.3718
F -2.283 -1.658 -1.689 -0.3270
F 1.997 3.980 1.566 -0.3984
O 1.552 -0.188 -0.019 -0.2998
O 2.232 0.739 -2.032 -0.6437
O -1.960 2.747 0.911 -0.5940
O 0.168 2.678 1.575 -0.3008
O -0.247 3.358 -0.533 -0.3749
O 0.833 -3.402 -4.438 -0.4926
O 0.492 0.910 2.461 0.0407
O -0.393 -2.469 -2.757 -0.2359
O 2.766 1.334 2.604 -0.6392
O -1.442 -3.513 -4.377 -0.3446
O 0.281 -0.283 -1.776 -0.3019
O 1.586 -0.267 3.898 -0.4456
C -1.635 -1.846 -2.846 0.3062
C -0.200 -3.089 -3.932 0.5360
C 1.474 0.022 -1.364 0.5873
C -0.469 0.215 3.152 0.5500
C -0.777 2.925 0.641 0.7198
C 0.346 -0.539 0.528 0.7948
C -0.377 -0.981 -0.695 -1.3738
C 1.724 0.699 2.940 0.6552
C -2.397 -3.022 -3.511 -0.5244
C 1.495 2.861 0.978 0.6411
C 0.248 -0.472 4.253 -0.5710
C 1.140 3.168 -0.476 -0.2565
H 1.411 2.406 -1.206 0.0017
H -1.586 -1.016 -3.550 0.3170
H -1.467 -0.992 -0.669 0.7999
H -0.227 -2.027 -0.965 0.5310
H -2.811 -3.823 -2.898 0.2992
H -0.943 -0.510 2.491 0.2402
H -0.198 -1.457 4.392 0.3827
H -0.108 0.082 5.122 0.3079
H -0.113 0.330 0.999 0.0862
H 2.208 2.045 1.099 0.3255
H 1.690 4.071 -0.740 0.4006
H -3.224 -2.684 -4.135 0.3155

Run Q
40
Properties=species:S:1:pos:R:3:mulliken_charge:R:1 method="wB97M-V/def2-TZVPD" homo_energy_ev=-10.98 orbital_gap_ha=0.413 smiles="O=C1OC[C@@H](F)O1.O=C1OC[C@@H](F)O1.O=C1OC[C@@H](F)O1.O=C1OC[C@@H](F)O1" e_lumo_ha=0.0093
F -4.913 -4.859 3.435 -0.2762
F 11.441 0.722 1.605 -0.2882
F -6.520 3.537 1.921 -0.2855
F 2.207 -3.185 -2.639 -0.2693
O 8.417 1.272 -1.086 -0.5234
O -1.320 -1.154 -1.825 -0.5784
O 10.410 0.562 -0.353 -0.2985
O 0.881 -0.583 -1.679 -0.3058
O -6.076 -3.881 1.724 -0.2924
O -5.912 3.057 -0.940 -0.2839
O -7.228 4.662 -1.916 -0.5651
O 10.023 2.718 -0.261 -0.3328
O -7.802 3.527 0.075 -0.2853
O 0.272 -2.182 -3.052 -0.3058
O -6.170 -2.200 3.098 -0.3110
O -7.810 -2.523 1.566 -0.5848
C -4.814 -3.929 2.445 0.3801
C 11.389 2.600 0.077 -0.3710
C -4.819 -2.623 3.110 -0.4649
C -7.136 2.752 0.979 0.2998
C -7.013 3.848 -0.973 0.6262
C 9.490 1.488 -0.578 0.6668
C 2.014 -0.846 -2.447 -0.4699
C -0.151 -1.238 -2.198 0.6868
C -6.174 2.099 0.015 -0.4481
C 11.523 1.090 0.290 0.3216
C -6.737 -2.832 2.075 0.6920
C 1.700 -2.129 -3.187 0.3442
H -6.651 1.250 -0.473 0.2890
H -5.270 1.709 0.482 0.3185
H -4.269 -1.862 2.557 0.2617
H 2.053 0.002 -3.130 0.3236
H 2.121 -1.974 -4.180 0.2802
H 11.884 2.833 -0.866 0.2856
H -3.945 -4.128 1.818 0.2998
H 11.688 3.242 0.906 0.2971
H 12.474 0.727 -0.099 0.2426
H -4.381 -2.524 4.104 0.2979
H -7.764 1.976 1.416 0.3325
H 2.886 -1.020 -1.816 0.2940

Most stable: run Q (next structure +0.1671 hartree)